Below is a molecular structure, C35H30N3O2RuSi, with properties calculated with the ωB97M-V functional and the def2-TZVPD basis.

The geometry in XYZ format:
```
72
Properties=species:S:1:pos:R:3:lowdin_spin:R:1
Ru -0.710 1.220 -0.976 2.6211
O -4.105 2.371 -2.866 0.1572
C -3.262 2.144 -2.002 0.1064
N -2.101 1.400 -2.311 0.1354
C -1.921 0.916 -3.657 0.0200
C -0.705 0.044 -3.692 0.0022
C -0.334 -0.696 -4.809 0.0009
C 0.801 -1.476 -4.754 -0.0007
C 1.557 -1.501 -3.591 0.0023
C 1.142 -0.736 -2.522 0.0039
N 0.031 0.011 -2.576 0.0388
C -3.286 2.531 -0.624 0.2056
C -4.284 3.314 -0.031 0.0216
C -4.226 3.617 1.298 0.1530
C -3.125 3.112 2.078 0.1039
C -2.164 2.371 1.475 0.0522
N -2.212 2.061 0.147 0.2501
H -1.795 1.741 -4.372 0.0061
H -2.797 0.357 -3.996 0.0026
H -0.947 -0.652 -5.699 0.0001
H 1.098 -2.065 -5.613 -0.0001
H 2.448 -2.106 -3.500 0.0005
H 1.687 -0.707 -1.588 -0.0004
H -5.087 3.663 -0.669 -0.0024
H -4.987 4.232 1.758 0.0088
H -3.052 3.304 3.139 0.0055
H -1.315 1.980 2.019 -0.0002
C -0.161 3.870 -0.835 0.2490
C 0.833 3.216 -0.012 0.1267
C 1.658 2.491 -0.838 0.1102
C 1.195 2.673 -2.193 0.2455
C 0.077 3.522 -2.169 0.0751
H -0.922 4.551 -0.486 0.0105
H 0.930 3.315 1.057 0.0036
H 2.519 1.917 -0.530 0.0028
H 1.674 2.285 -3.080 0.0108
H -0.470 3.882 -3.026 -0.0004
O 0.167 0.274 0.475 0.2255
Si 0.750 -0.999 1.315 0.0284
C 0.795 -2.483 0.174 0.0033
C -0.360 -2.783 -0.564 0.0008
C -0.384 -3.820 -1.484 0.0000
C 0.759 -4.585 -1.693 0.0004
C 1.912 -4.316 -0.968 0.0001
C 1.924 -3.275 -0.043 0.0009
C -0.420 -1.373 2.715 0.0031
C -0.082 -2.089 3.869 0.0006
C -1.027 -2.377 4.844 0.0004
C -2.342 -1.962 4.680 0.0002
C -2.708 -1.265 3.537 0.0004
C -1.757 -0.976 2.567 0.0001
C 2.480 -0.619 1.905 0.0028
C 3.521 -0.531 0.969 0.0011
C 4.800 -0.137 1.338 -0.0001
C 5.068 0.183 2.664 0.0010
C 4.056 0.108 3.608 0.0001
C 2.776 -0.283 3.230 0.0011
H -1.262 -2.193 -0.416 0.0010
H -1.291 -4.036 -2.036 0.0000
H 0.747 -5.394 -2.412 0.0000
H 2.800 -4.918 -1.118 0.0000
H 2.831 -3.082 0.521 0.0001
H 0.931 -2.450 4.007 0.0000
H -0.739 -2.928 5.731 0.0000
H -3.080 -2.185 5.440 0.0000
H -3.733 -0.942 3.401 0.0002
H -2.058 -0.416 1.689 0.0002
H 3.340 -0.789 -0.072 0.0000
H 5.586 -0.081 0.595 0.0000
H 6.062 0.497 2.956 0.0001
H 4.258 0.362 4.641 0.0000
H 1.996 -0.306 3.979 0.0000
```

Calculated values
- Spin multiplicity: 6
- <S²>: 8.79
- Total charge: 0
- Largest force on an atom: 0.5 eV Å⁻¹
- Gap between HOMO and LUMO (spin up / spin down): 0.1867 / 0.2515 Ha
- E_tot: -55806.1034 eV